Record 1
ORCA calculation (wB97M-V/def2-TZVPD) on one molecule with the formula C6H6BrClO at a distorted geometry.

Geometry (Å):
H1 -1.03 1.38 -0.59
C1 0.08 -1.23 -1.94
H2 -1.79 -0.25 -2.32
H3 -0.10 -1.87 0.17
C2 -0.92 -0.41 -1.70
C3 0.62 -1.17 0.66
C4 0.75 1.30 1.21
H4 0.97 1.00 2.19
Cl1 1.97 -1.55 1.60
C5 -0.91 0.39 -0.44
H5 -0.04 2.10 1.50
H6 1.75 1.64 0.79
C6 0.28 0.14 0.51
O1 1.04 -1.71 -2.36
Br1 -2.67 0.24 0.71

- energy above the lowest of the compared OMol25 structures with the same formula, charge and spin (eV) = 0.843
- multiplicity = 1
- LUMO (hartree) = 0.0054
- HOMO level (eV) = -9.196
- orbital gap (Ha) = 0.3434
- electronic energy (a.u.) = -3341.58726
- SMILES = C/C(=C\Cl)[C@H](Br)C=C=O



Record 2
ORCA calculation (wB97M-V/def2-TZVPD) on C4H6N2O2 as an isolated structure at a distorted geometry.

Geometry (Å):
O1 -0.38 -2.21 -1.85
C1 0.17 0.03 0.85
H1 0.90 1.45 1.88
N1 0.32 0.84 -0.29
H2 -1.04 -1.54 -2.68
H3 0.75 -0.09 2.77
H4 0.30 0.48 -2.24
N2 0.40 0.50 2.03
C2 -0.36 0.14 -1.27
C3 -0.41 -1.13 0.49
O2 0.66 2.14 -0.29
H5 -0.21 2.37 0.29
H6 -0.63 -1.78 1.17
C4 -0.47 -1.20 -0.86

- energy above the lowest of the compared OMol25 structures with the same formula, charge and spin (eV) = 7.078
- multiplicity = 1
- LUMO (hartree) = 0.0176
- HOMO level (eV) = -7.235
- orbital gap (Ha) = 0.2835
- electronic energy (a.u.) = -415.78050



Record 3
ORCA calculation (wB97M-V/def2-TZVPD) on one molecule with the formula C4H6N2 at a distorted geometry.

Geometry (Å):
C1 0.19 0.24 0.48
H1 1.71 -1.17 -0.64
H2 1.74 0.68 -0.93
C2 -0.08 0.93 1.55
H3 -1.80 -0.62 1.53
N1 -0.79 0.16 -2.10
H4 -0.40 -1.15 2.30
N2 0.36 -0.32 -1.96
H5 0.05 1.82 2.01
C3 -0.76 -0.39 1.52
H6 -1.25 -0.04 -3.03
C4 1.03 -0.15 -0.72

- energy above the lowest of the compared OMol25 structures with the same formula, charge and spin (eV) = 5.252
- multiplicity = 1
- LUMO (hartree) = 0.0301
- HOMO level (eV) = -9.101
- orbital gap (Ha) = 0.3646
- electronic energy (a.u.) = -265.34256
- SMILES = [H]/N=N/CC1=CC1



Record 4
ORCA calculation (wB97M-V/def2-TZVPD) on one molecule with the formula C3H4N4.

Geometry (Å):
N1 0.36 1.02 1.37
N2 -0.26 -1.82 -0.77
C1 0.35 -0.22 0.93
N3 -0.32 0.47 -1.24
C2 0.00 1.95 0.47
N4 -0.28 1.73 -0.81
H1 0.25 -2.56 -0.32
H2 -0.07 2.97 0.82
H3 0.68 -1.00 1.62
H4 -0.65 -2.01 -1.68
C3 -0.07 -0.52 -0.38

- energy above the lowest of the compared OMol25 structures with the same formula, charge and spin (eV) = 1.665
- multiplicity = 1
- LUMO (hartree) = 0.0086
- HOMO level (eV) = -9.196
- orbital gap (Ha) = 0.3466
- electronic energy (a.u.) = -335.71215
- SMILES = Nc1cncnn1



Record 5
ORCA calculation (wB97M-V/def2-TZVPD) on a 3-piece molecular cluster, CH7NO3 overall at a distorted geometry.

Geometry (Å):
H1 -0.25 0.45 -1.15
H2 -2.04 -0.80 -0.25
H3 -0.87 1.54 1.62
H4 -0.61 1.26 3.12
O1 -1.18 -1.21 0.13
O2 -1.32 1.15 2.40
N1 1.63 -0.70 -1.57
H5 2.60 -0.58 -1.63
H6 -1.46 -1.35 1.08
H7 1.23 -1.57 -1.77
O3 1.43 1.38 -0.81
C1 0.85 0.41 -1.17

- energy above the lowest of the compared OMol25 structures with the same formula, charge and spin (eV) = 0.642
- multiplicity = 1
- LUMO (hartree) = 0.0230
- HOMO level (eV) = -9.869
- orbital gap (Ha) = 0.3856
- electronic energy (a.u.) = -322.76508
- SMILES = NC=O.O.O



Record 6
ORCA calculation (wB97M-V/def2-TZVPD) on one molecule with the formula C5H10O2S at a distorted geometry.

Geometry (Å):
H1 1.30 -1.53 0.04
H2 -0.46 -0.17 -2.14
C1 0.40 1.53 -0.45
H3 -0.01 0.94 3.29
H4 -0.68 -1.89 -2.06
C2 0.48 -0.88 -0.25
H5 -1.25 -1.78 0.50
H6 -0.49 1.20 -1.12
H7 1.16 0.71 1.90
H8 -1.57 0.09 0.12
S1 -0.41 2.09 1.18
C3 0.03 -1.06 -1.85
O1 1.21 0.38 -0.24
C4 0.01 0.64 2.16
H9 1.02 2.30 -0.81
O2 -0.75 -0.51 1.95
C5 -0.87 -0.80 0.49
H10 0.88 -1.26 -2.70

- energy above the lowest of the compared OMol25 structures with the same formula, charge and spin (eV) = 3.253
- multiplicity = 1
- LUMO (hartree) = 0.0306
- HOMO level (eV) = -8.777
- orbital gap (Ha) = 0.3531
- electronic energy (a.u.) = -745.07188
- SMILES = C[C@@H]1COCSCO1



Record 7
ORCA calculation (wB97M-V/def2-TZVPD) on one molecule with the formula C19H29N3O4S.

Geometry (Å):
C1 5.15 -0.72 1.04
N1 1.90 -0.95 -0.35
H1 5.81 -1.43 -2.31
H2 -5.08 -2.71 -0.14
H3 1.06 0.68 0.59
H4 4.12 -1.08 1.12
H5 5.67 -2.44 -0.11
H6 5.52 0.17 -1.67
C2 -8.30 -0.47 -0.40
H7 3.09 1.07 1.56
H8 5.68 -1.08 1.93
H9 3.53 -0.83 -2.76
H10 5.50 1.18 2.00
C3 3.79 -1.11 -1.73
N2 1.00 -0.33 0.46
O1 -0.14 2.00 -0.36
C4 -1.26 0.28 -2.05
H11 -0.61 -0.53 -1.74
H12 -2.25 -0.09 -2.28
C5 -3.60 -1.20 0.20
H13 6.88 -1.16 -0.14
O2 -0.49 -2.05 0.43
C6 -0.54 0.98 2.48
H14 3.54 -2.17 -1.61
C7 5.28 -0.88 -1.53
H15 5.86 1.19 0.29
C8 5.81 -1.36 -0.18
H16 -9.15 -1.13 -0.59
N3 -2.06 0.68 0.59
H17 -8.20 0.24 -1.23
H18 -2.78 -1.90 0.24
H19 -0.09 1.81 1.93
C9 2.89 -0.32 -0.82
S1 -1.44 1.49 -0.72
O3 -2.40 2.46 -1.15
H20 3.88 1.50 -1.36
O4 -7.18 -1.32 -0.32
C10 5.15 0.82 1.03
H21 0.22 0.48 3.08
C11 3.19 1.14 -0.60
C12 3.77 1.44 0.79
H22 -4.24 2.11 0.42
C13 -4.88 -1.65 -0.02
C14 -4.43 1.05 0.30
H23 -1.30 1.38 3.13
H24 -6.52 1.32 0.02
C15 -3.37 0.16 0.37
H25 3.85 2.52 0.90
C16 -1.18 -0.02 1.52
H26 -0.84 0.80 -2.90
H27 2.26 1.71 -0.71
H28 -1.81 -0.71 2.09
H29 -8.46 0.07 0.53
C17 -5.95 -0.76 -0.09
C18 -0.19 -0.92 0.75
C19 -5.71 0.60 0.07

- energy above the lowest of the compared OMol25 structures with the same formula, charge and spin (eV) = 2.588
- multiplicity = 1
- LUMO (hartree) = 0.0267
- HOMO level (eV) = -8.404
- orbital gap (Ha) = 0.3355
- electronic energy (a.u.) = -1604.77932
- SMILES = COc1ccc(N([C@H](C)C(=O)NN=C2CCCCCCC2)S(C)(=O)=O)cc1



Record 8
ORCA calculation (wB97M-V/def2-TZVPD) on a 2-piece molecular cluster, C4H8O3 overall.

Geometry (Å):
O1 -1.50 1.23 -0.16
H1 1.07 -0.49 -0.17
C1 -0.30 1.12 -0.32
H2 -1.20 -0.16 1.27
H3 -1.51 -2.47 -2.18
H4 2.24 1.49 0.73
H5 1.02 1.66 2.02
O2 -0.29 -0.86 -2.18
C2 1.53 0.94 1.36
H6 -2.10 -0.92 -1.29
H7 2.09 0.24 1.99
C3 0.52 0.16 0.52
O3 -0.34 -0.62 1.31
H8 0.24 1.75 -1.05
C4 -1.31 -1.42 -1.88

- energy above the lowest of the compared OMol25 structures with the same formula, charge and spin (eV) = 2.092
- multiplicity = 1
- LUMO (hartree) = 0.0260
- HOMO level (eV) = -10.244
- orbital gap (Ha) = 0.4025
- electronic energy (a.u.) = -382.88794
- SMILES = C[C@@H](O)C=O.C=O